DFT (ωB97M-V with the def2-TZVPD basis set) results for an isolated molecule of C6H11N.

Results
Lowest unoccupied orbital energy ... 0.29 eV
Multiplicity ... 1
E ... -289.882566 hartree
ΔE to the lowest compared entry with this formula, charge and spin ... 2.4250 eV
Max |F| ... 0.0325 Eh/bohr
Total charge ... 0
Gap between HOMO and LUMO ... 11.3 eV

```
18
Properties=species:S:1:pos:R:3:nbo_charge:R:1
N -2.094 -1.469 -0.144 -0.281
C 0.809 0.382 0.334 -0.210
C 1.387 -0.950 -0.150 -0.617
C -0.183 0.994 -0.674 -0.414
C -1.241 0.089 -1.285 -0.335
C -2.413 -0.343 -0.153 0.116
C 0.225 0.255 1.744 -0.614
H -0.818 -0.725 -1.871 0.224
H 2.189 -1.278 0.511 0.215
H 1.005 -0.052 2.443 0.209
H 0.614 -1.720 -0.165 0.214
H 1.803 -0.858 -1.156 0.203
H 0.389 1.367 -1.534 0.217
H -0.662 1.863 -0.219 0.215
H 1.636 1.099 0.393 0.199
H -0.558 -0.500 1.791 0.217
H -1.903 0.639 -1.953 0.236
H -0.185 1.208 2.088 0.207
```